# C48H138N8O25

A cluster of 17 separate species, C48H138N8O25 in total at a distorted geometry (ωB97M-V/def2-TZVPD, OMol25).

Last columns: bonded neighbours and bond lengths (Å).
Element x y z (Å)
1 H -0.52116 -10.27535 -1.41982  C111 1.090
2 H -1.81422 -0.13167 8.94227  C153 1.093
3 H 1.23788 0.67224 2.17013  C170 1.092
4 H -4.32091 -1.26212 -1.92175  N85 1.014
5 C 4.70921 -0.35302 0.92743  O108 1.433, H154 1.089, H167 1.091, H211 1.091
6 H -2.60510 -2.16513 8.58081  N93 1.011
7 H 4.08870 0.54481 -1.45086  C176 1.092
8 H 2.85473 -1.96618 -2.11196  C196 1.092
9 C -4.17029 -1.19325 -5.64885  N41 1.457, H67 1.089, H168 1.093, C202 1.501
10 H -3.93302 -3.74327 5.52263  C105 1.092
11 H -3.03009 5.91729 1.92816  C217 1.089
12 C -5.81974 -1.83640 -0.66036  C75 1.511, N85 1.489, H180 1.092, H181 1.092
13 C 8.01966 -0.79596 0.49375  H51 1.095, O65 1.375, H150 1.095, H177 1.088
14 H 2.01706 -2.33427 1.64614  C219 1.090
15 O 2.51933 -3.82108 -1.21169  C22 1.437, C196 1.428
16 H 7.38420 3.58365 -3.81675  C135 1.091
17 C -10.21726 -0.91240 -6.43787  H61 1.091, H76 1.090, H90 1.093, O172 1.421
18 H -7.89479 -1.43952 -7.49478  C162 1.092
19 H -0.58327 3.45670 2.73577  O59 0.967
20 H 9.80021 3.48332 -0.97232  C47 1.089
21 H 9.54637 4.67184 -2.27818  C47 1.093
22 C 1.15263 -3.99683 -0.80262  O15 1.437, H94 1.092, H133 1.093, C166 1.533
23 H 2.53382 8.40726 -0.69229  C89 1.091
24 H -7.96162 0.24408 -6.80040  C162 1.092
25 H 9.18962 -2.42644 2.17356  C95 1.095
26 H 1.10938 -10.73534 -0.77260  C111 1.091
27 C -2.90792 -2.13012 6.50749  N93 1.497, H101 1.091, C105 1.569, H163 1.091
28 H 2.54027 -8.63485 -1.08489  C114 1.093
29 H -3.43721 0.87469 -5.32213  C202 1.093
30 H -1.45118 6.43687 -0.59449  N53 1.012
31 H -4.97821 -2.96710 6.72572  C105 1.090
32 H -6.51504 -2.15410 -2.64889  C75 1.096
33 C -9.11645 -2.23041 -2.26219  H56 1.094, H71 1.094, O113 1.394, H148 1.088
34 O -4.50517 0.26731 -3.73786  C183 1.410, C202 1.421
35 H 1.39608 -0.29158 0.67753  C170 1.094
36 H 5.65862 -3.28080 2.35397  N175 1.014
37 O 4.64261 -3.83583 0.55381  H60 0.959, H151 0.966
38 N 0.88729 -6.15757 0.57302  H50 1.014, C166 1.463, C207 1.440
39 O 0.62512 3.25758 -2.47170  C109 1.420, C206 1.419
40 O 0.47783 -8.70416 -0.82052  C111 1.404, C114 1.427
41 N -5.25617 -0.83307 -6.55184  C9 1.457, H182 1.011, C187 1.471
42 H -0.51041 6.85643 -4.00779  O49 0.963
43 H -3.56302 -0.73598 0.20558  C164 1.093
44 H -0.84901 -2.28462 -3.11764  C120 1.094
45 H -1.31479 -1.89309 -0.03919  C88 1.094
46 O 3.91626 -2.43625 5.78311  C104 1.410, C184 1.440
47 C 9.32493 3.65814 -1.93601  H20 1.089, H21 1.093, O55 1.411, H73 1.092
48 H 1.82131 -4.38905 1.22080  C166 1.090
49 O 0.11571 7.54524 -4.25301  H42 0.963, H98 0.961
50 H 0.10741 -6.31668 -0.05593  N38 1.014
51 H 7.82308 -0.04706 1.26752  C13 1.095
52 H 0.46116 -0.37573 8.22937  C146 1.092
53 N -1.69973 6.58099 0.37622  H30 1.012, C110 1.446, C217 1.476
54 H 2.03263 -3.17288 -3.19909  C196 1.090
55 O 7.93192 3.48461 -1.79562  C47 1.411, C135 1.416
56 H -9.15678 -3.30765 -2.45009  C33 1.094
57 H -3.09214 6.03165 -2.78606  O216 0.966
58 H -5.33638 -5.11315 7.97312  C169 1.093
59 O 0.32212 3.36737 2.40844  H19 0.967, H200 0.965
60 H 5.15949 -4.51569 0.11716  O37 0.959
61 H -11.04686 -1.29387 -5.84162  C17 1.091
62 H 0.32489 8.27404 0.99458  C63 1.093
63 C 0.62000 7.28474 0.63675  H62 1.093, C110 1.532, H156 1.092, O208 1.395
64 H 1.33979 0.71289 5.97168  C159 1.092
65 O 7.73261 -2.06261 0.94530  C13 1.375, C95 1.431
66 O 2.74410 6.86068 -4.80943  H78 0.963, H82 0.959
67 H -4.41012 -2.11176 -5.11529  C9 1.089
68 H 7.97966 -1.56576 2.96485  C95 1.093
69 H -0.15954 -10.27649 0.32811  C111 1.092
70 H 0.09714 -1.30361 -1.99912  C120 1.092
71 H -8.88219 -1.88986 -3.27508  C33 1.094
72 H -4.38800 3.71338 -0.74086  C122 1.092
73 H 9.75393 2.99166 -2.68737  C47 1.092
74 C 7.50403 -3.77125 2.74633  C95 1.555, N175 1.452, H197 1.091, H215 1.091
75 C -6.81961 -2.42191 -1.63094  C12 1.511, H32 1.096, O113 1.393, H173 1.094
76 H -10.31221 -1.31970 -7.44460  C17 1.090
77 H 0.45839 4.47677 -4.17738  C206 1.090
78 H 2.03189 7.04810 -4.18836  O66 0.963
79 H 0.12938 -4.21746 0.96207  C166 1.092
80 H -4.61346 1.20993 -1.87828  C183 1.091
81 H 4.63172 0.91087 -4.73802  O145 0.959
82 H 3.52656 6.76969 -4.26176  O66 0.959
83 H 3.27556 2.87612 -1.95700  C142 1.089
84 H -2.73313 7.11106 -3.79857  O216 0.960
85 N -4.47023 -2.01801 -1.26305  H4 1.014, C12 1.489, C164 1.464
86 H 7.43911 5.08432 -2.85713  C135 1.094
87 H 6.49054 -3.10595 5.11419  C193 1.092
88 C -2.06381 -2.03601 -0.82321  H45 1.094, O138 1.403, C164 1.559, H174 1.092
89 C 2.13859 7.46504 -1.07400  H23 1.091, H161 1.090, H192 1.093, O208 1.410
90 H -10.37818 0.16685 -6.37870  C17 1.093
91 H -5.02920 4.21040 -2.36061  C122 1.089
92 O -2.00995 -2.13352 3.06124  H119 0.960, H126 0.967
93 N -2.81890 -1.49151 7.85834  H6 1.011, C27 1.497, C153 1.452
94 H 0.73054 -2.99697 -0.68093  C22 1.092
95 C 8.10047 -2.41214 2.28383  H25 1.095, O65 1.431, H68 1.093, C74 1.555
96 H 4.14415 -4.28696 4.80285  C184 1.090
97 H 2.00877 -6.38315 -1.18102  C207 1.095
98 H 0.20385 7.46442 -5.20607  O49 0.961
99 H -3.99718 -5.93252 8.58384  C169 1.091
100 O -2.15965 2.96739 3.21759  H171 0.960, H203 0.960
101 H -1.92590 -2.44160 6.14996  C27 1.091
102 H -2.83375 4.73721 0.64416  C217 1.094
103 H 4.45473 1.77993 -3.49516  O145 0.972
104 C 2.56785 -2.71145 6.09159  O46 1.410, H124 1.092, H188 1.089, H199 1.092
105 C -3.95899 -3.29437 6.51773  H10 1.092, C27 1.569, H31 1.090, O214 1.451
106 H -1.37357 3.07253 0.10529  C121 1.093
107 H -4.37187 -6.14607 6.90366  C169 1.092
108 O 4.74778 1.01205 0.49452  C5 1.433, C176 1.439
109 C -0.23032 3.82196 -1.48848  O39 1.420, C121 1.528, H128 1.090, H190 1.093
110 C -0.47329 6.31288 1.09341  N53 1.446, C63 1.532, H112 1.091, H140 1.091
111 C 0.24327 -10.07984 -0.66816  H1 1.090, H26 1.091, O40 1.404, H69 1.092
112 H -0.10834 5.29705 0.93428  C110 1.091
113 O -8.09276 -1.92309 -1.36746  C33 1.394, C75 1.393
114 C 1.77550 -8.31405 -0.37242  H28 1.093, O40 1.427, H139 1.093, C207 1.532
115 H -0.93659 0.14266 0.02881  C116 1.094
116 C -0.44666 0.79380 0.75819  H115 1.094, N143 1.431, H147 1.091, C170 1.569
117 H 0.31857 0.29964 4.68395  C159 1.092
118 H -3.88832 2.20355 -3.27482  C183 1.090
119 H -1.90053 -3.08645 3.08581  O92 0.960
120 C -0.77627 -1.29604 -2.65533  H44 1.094, H70 1.092, O138 1.387, H210 1.088
121 C -0.83191 2.63469 -0.73750  H106 1.093, C109 1.528, N143 1.462, H204 1.092
122 C -4.94935 4.46139 -1.30430  H72 1.092, H91 1.089, O155 1.447, H205 1.090
123 H 1.31900 1.76463 -2.86115  O179 0.968
124 H 1.92004 -2.43345 5.25731  C104 1.092
125 H 3.72805 -3.26558 -2.73354  C196 1.091
126 H -1.10940 -1.78400 3.01872  O92 0.967
127 N 5.27974 2.66217 -2.06244  H131 1.012, C142 1.470, C195 1.482
128 H 0.28941 4.56728 -0.88673  C109 1.090
129 H -6.47833 -0.34827 -5.06695  C187 1.094
130 H 1.99562 -1.37799 3.15086  C219 1.092
131 H 6.02884 2.20621 -1.55751  N127 1.012
132 H 2.35915 0.78983 -3.42636  O179 0.967
133 H 0.51854 -4.46809 -1.55758  C22 1.093
134 H -3.14476 0.78658 -2.38723  C183 1.095
135 C 7.15441 4.02805 -2.84712  H16 1.091, O55 1.416, H86 1.094, C195 1.517
136 H 5.07700 4.39065 -3.25879  C195 1.092
137 H -5.15320 6.21747 0.41053  C178 1.092
138 O -1.90037 -1.11031 -1.86436  C88 1.403, C120 1.387
139 H 2.08938 -8.85993 0.52111  C114 1.093
140 H -0.73587 6.50293 2.13516  C110 1.091
141 H -2.68414 -0.45914 -4.43906  C202 1.093
142 C 4.05790 2.61096 -1.24687  H83 1.089, N127 1.470, C176 1.527, H201 1.093
143 N 0.15340 1.85406 0.00842  C116 1.431, C121 1.462, H191 1.014
144 H 2.81867 1.13689 -0.36322  C176 1.090
145 O 3.99474 1.13270 -4.05625  H81 0.959, H103 0.972
146 C -0.35106 -0.88670 7.70831  H52 1.092, C153 1.552, H160 1.091, O198 1.450
147 H -1.24284 1.01007 1.47201  C116 1.091
148 H -10.07213 -1.83147 -1.92925  C33 1.088
149 H -6.61701 -2.04854 -5.40459  C187 1.091
150 H 9.10160 -0.65877 0.39195  C13 1.095
151 H 3.84177 -3.75909 0.01909  O37 0.966
152 H 5.95734 -1.93088 4.04934  C193 1.095
153 C -1.82415 -0.43397 7.89152  H2 1.093, N93 1.452, C146 1.552, H158 1.089
154 H 5.48094 -0.40515 1.69410  C5 1.089
155 O -4.11013 5.63958 -1.28821  C122 1.447, C178 1.434
156 H 1.53318 6.99119 1.15924  C63 1.092
157 H -3.63905 -2.43352 0.59275  C164 1.091
158 H -2.16018 0.41386 7.29568  C153 1.089
159 C 0.31767 0.38382 5.77224  H64 1.092, H117 1.092, H186 1.091, O198 1.421
160 H -0.30628 -1.90510 8.09815  C146 1.091
161 H 2.17776 7.41701 -2.16190  C89 1.090
162 C -7.84927 -0.82293 -6.59482  H18 1.092, H24 1.092, O172 1.448, C187 1.506
163 H -3.28893 -1.42433 5.76801  C27 1.091
164 C -3.47356 -1.73487 -0.22896  H43 1.093, N85 1.464, C88 1.559, H157 1.091
165 H 2.93402 -6.62869 0.23230  C207 1.092
166 C 1.01834 -4.70091 0.55231  C22 1.533, N38 1.463, H48 1.090, H79 1.092
167 H 3.72346 -0.62273 1.30820  C5 1.091
168 H -3.37193 -1.42750 -6.35711  C9 1.093
169 C -4.31777 -5.39250 7.69168  H58 1.093, H99 1.091, H107 1.092, O214 1.408
170 C 0.71216 0.01494 1.47405  H3 1.092, H35 1.094, C116 1.569, O218 1.390
171 H -2.91089 2.56814 2.77270  O100 0.960
172 O -8.98868 -1.14560 -5.76210  C17 1.421, C162 1.448
173 H -6.71817 -3.50736 -1.71624  C75 1.094
174 H -2.00439 -3.09962 -1.06552  C88 1.092
175 N 6.10578 -3.74505 3.13629  H36 1.014, C74 1.452, C193 1.432
176 C 3.87208 1.22798 -0.62629  H7 1.092, O108 1.439, C142 1.527, H144 1.090
177 H 7.50117 -0.52819 -0.42491  C13 1.088
178 C -4.13643 6.23977 0.01340  H137 1.092, O155 1.434, H194 1.093, C217 1.587
179 O 1.55023 0.82558 -2.89832  H123 0.968, H132 0.967
180 H -5.81465 -2.47220 0.22736  C12 1.092
181 H -5.97286 -0.82688 -0.27441  C12 1.092
182 H -5.24052 0.16265 -6.72818  N41 1.011
183 C -4.05070 1.22967 -2.81261  O34 1.410, H80 1.091, H118 1.090, H134 1.095
184 C 4.34795 -3.22542 4.65876  O46 1.440, H96 1.090, H185 1.093, C193 1.489
185 H 3.77428 -2.79631 3.83287  C184 1.093
186 H -0.41780 1.15155 6.01634  C159 1.091
187 C -6.54476 -1.07172 -5.88470  N41 1.471, H129 1.094, H149 1.091, C162 1.506
188 H 2.29490 -2.05250 6.91496  C104 1.089
189 H 5.49927 4.70480 -1.59100  C195 1.092
190 H -1.06338 4.29999 -2.01056  C109 1.093
191 H 0.73140 1.44448 -0.71659  N143 1.014
192 H 2.78796 6.65924 -0.72193  C89 1.093
193 C 5.77275 -2.98067 4.30049  H87 1.092, H152 1.095, N175 1.432, C184 1.489
194 H -4.08164 7.33090 -0.02160  C178 1.093
195 C 5.69524 4.03584 -2.43193  N127 1.482, C135 1.517, H136 1.092, H189 1.092
196 C 2.72771 -3.01849 -2.37426  H8 1.092, O15 1.428, H54 1.090, H125 1.091
197 H 7.61429 -4.44822 1.89745  C74 1.091
198 O 0.02252 -0.89883 6.30716  C146 1.450, C159 1.421
199 H 2.25737 -3.72375 6.36008  C104 1.092
200 H 0.25925 2.72427 1.69195  O59 0.965
201 H 4.13245 3.31112 -0.41058  C142 1.093
202 C -3.63599 -0.06970 -4.80981  C9 1.501, H29 1.093, O34 1.421, H141 1.093
203 H -2.32034 2.81194 4.15146  O100 0.960
204 H -1.47221 2.00908 -1.36232  C121 1.092
205 H -5.92773 4.53489 -0.82914  C122 1.090
206 C 1.18777 4.11344 -3.45380  O39 1.419, H77 1.090, H209 1.090, H213 1.092
207 C 1.93563 -6.80342 -0.17304  N38 1.440, H97 1.095, C114 1.532, H165 1.092
208 O 0.79271 7.20476 -0.74479  C63 1.395, C89 1.410
209 H 1.98317 3.49355 -3.86833  C206 1.090
210 H -0.72476 -0.49318 -3.38788  C120 1.088
211 H 4.96527 -1.04104 0.11985  C5 1.091
212 H 0.94135 -2.77061 3.02733  C219 1.090
213 H 1.69477 4.92962 -2.93457  C206 1.092
214 O -3.48920 -4.27374 7.48050  C105 1.451, C169 1.408
215 H 8.08421 -4.26371 3.52775  C74 1.091
216 O -2.53455 6.20402 -3.55577  H57 0.966, H84 0.960
217 C -2.86271 5.80971 0.85716  H11 1.089, N53 1.476, H102 1.094, C178 1.587
218 O 0.27315 -1.16889 2.05462  C170 1.390, C219 1.423
219 C 1.38772 -1.95843 2.45341  H14 1.090, H130 1.092, H212 1.090, O218 1.423

Computed properties:
* orbital gap: 8.566 eV
* HOMO energy: -8.4783 eV
* 2S+1: 1

Mulliken population analysis, charges in e, atoms 1 to 2:
1 H 0.23
2 H 0.35